No. 1
Entry from the OMol25 dataset: a cluster of 2 separate species, C25H26NO2 in total at a distorted geometry (ωB97M-V with the def2-TZVPD basis set).

## Properties
multiplicity: 1
net charge: +1
total energy: -31924.77951 eV
max |F|: 1.31 eV Å⁻¹
energy relative to the best compared isomer or geometry (same formula, charge and spin): 8.32 kcal/mol
E_HOMO: -10.2 eV
LUMO: -4.97 eV

Geometry as XYZ:
```
54
Properties=species:S:1:pos:R:3:forces:R:3
O 5.093408 -1.030045 -1.904843 -1.3 0.1 -0.1
O 1.630728 -1.207273 4.179065 0.3 -0.1 -0.4
N -2.064403 2.248365 2.076571 -0.4 0.2 -0.2
C -5.159030 -1.978560 -2.013480 -0.2 -0.2 -0.1
C -1.396670 0.107763 -1.467598 -0.8 -0.3 0.6
C 3.800854 -0.622843 -1.913857 0.2 -0.5 0.2
C -2.724092 -1.943371 -1.333637 0.3 0.1 0.0
C -3.795919 0.125886 -1.965145 0.2 0.3 -0.1
C -1.522211 -1.271457 -1.126515 -0.1 0.1 -0.3
C -0.178251 2.108088 0.879817 0.0 0.4 0.3
C 2.259033 1.183231 -1.473881 -0.1 -0.2 -0.3
C 0.673964 -0.454176 3.571413 -0.2 0.7 -0.9
C 3.550137 0.737519 -1.605925 0.1 -0.3 0.0
C 2.708464 -1.490963 -2.178907 0.4 0.2 0.1
C -2.598436 0.799753 -1.803893 0.3 -0.1 -0.1
C 2.966682 -1.228004 3.632076 -0.7 0.1 0.2
C 1.413424 -1.026949 -2.056442 0.1 0.2 0.3
C -1.336957 1.217124 2.642635 1.1 0.1 -0.1
C 5.356334 -2.443522 -2.051559 0.0 0.2 -0.1
C -0.561108 -0.338372 4.278829 0.5 0.2 -0.5
C -3.864144 -1.261695 -1.780506 0.0 0.2 0.1
C 0.873012 0.225342 2.339022 0.2 -0.6 1.0
C -1.369995 2.809940 1.043442 0.4 -0.9 0.3
C 1.136810 0.312040 -1.645150 0.4 -0.1 0.2
C -0.109392 1.122045 1.920165 -1.2 -0.1 0.4
C -1.566343 0.503408 3.814350 0.1 -0.4 0.1
C -1.914335 3.953627 0.291842 -0.1 0.4 -0.3
C -0.173166 0.839312 -1.459906 -0.1 -0.1 -1.2
H 2.896820 -2.528113 -2.461448 -0.2 0.4 0.0
H -1.140534 4.350921 -0.368263 -0.1 0.1 0.0
H 0.662926 2.414542 0.274377 -0.3 0.2 0.2
H 3.444593 -0.241959 3.725973 -0.2 -0.2 -0.1
H -2.548356 1.879407 -1.964025 0.0 -0.3 0.0
H -2.977740 2.561995 2.395518 0.5 -0.1 -0.2
H -2.770794 3.652170 -0.323290 0.0 0.1 0.1
H -5.639224 -1.625149 -2.935278 0.1 -0.1 0.2
H 2.083976 2.230201 -1.231838 0.1 -0.2 0.0
H -5.874536 -1.811695 -1.195236 0.3 0.0 -0.1
H 4.402037 1.395183 -1.455507 -0.2 -0.1 0.0
H 4.880954 -3.021728 -1.246393 0.1 0.2 -0.2
H -0.672262 -1.808362 -0.700263 -0.3 0.2 -0.1
H -4.694107 0.668143 -2.273938 0.3 -0.2 0.1
H 0.596906 -1.701218 -2.298477 0.2 0.2 0.0
H 6.440416 -2.518215 -1.982440 -0.2 -0.1 0.0
H 1.787866 0.119583 1.749312 -0.2 0.1 0.4
H 2.966948 -1.549511 2.581102 0.0 0.0 0.3
H -0.657767 -0.896223 5.209632 0.0 0.2 -0.3
H -0.272022 1.911524 -1.654062 0.0 -0.4 0.3
H 5.010951 -2.811188 -3.028917 0.2 0.2 0.3
H -2.506641 0.614815 4.353525 0.3 -0.1 0.0
H -4.995319 -3.056247 -2.099800 -0.1 0.2 0.0
H 3.483858 -1.958664 4.251418 0.1 0.1 -0.2
H -2.793687 -3.023519 -1.173250 0.1 0.4 0.1
H -2.243654 4.757116 0.963593 0.1 -0.2 -0.2
```
Positions in Å, forces in eV/Å.

***

No. 2
Entry from the OMol25 dataset: a structure of composition C25H27As2CrO15S (ωB97M-V with the def2-TZVPD basis set).

## Properties
multiplicity: 5
net charge: -1
total energy: -218012.13578 eV
max |F|: 0.62 eV Å⁻¹
energy relative to the best compared isomer or geometry (same formula, charge and spin): 14.50 kcal/mol
E_HOMO (spin up / spin down): -4.2 / -5.0 eV
LUMO (spin up / spin down): 1.81 / 2.02 eV
⟨S²⟩: 6.11

Geometry as XYZ:
```
71
Properties=species:S:1:pos:R:3:forces:R:3
As 2.162357 1.810256 -0.972529 -0.2 -0.2 0.1
As 2.554237 5.417027 -0.390464 0.1 0.0 0.0
Cr 0.298717 0.108351 -0.895631 0.5 0.1 -0.2
S 1.342734 -0.989973 0.807684 -0.1 0.1 0.1
O 1.670122 -2.814638 -3.337178 0.0 0.0 -0.1
O 2.587656 3.931771 2.445561 0.0 -0.1 -0.1
O 1.734854 5.663513 -3.971081 0.0 -0.1 0.0
O -1.556934 3.415806 0.531774 0.0 0.1 0.1
O -2.356625 -1.223067 1.185513 0.0 0.0 0.1
O 5.666832 2.661715 -0.845612 0.0 0.0 0.0
O -1.403376 -1.504163 -0.802518 0.2 0.6 -0.1
O -2.702945 0.825277 -1.617676 -0.2 0.0 -0.2
O 0.993628 -1.036708 -2.217504 0.1 -0.1 0.0
O -0.119250 3.454649 -3.956371 -0.1 0.0 0.1
O 0.104648 6.323090 -2.571623 -0.1 0.0 0.0
O 0.213422 1.451205 -3.019236 -0.3 -0.2 0.2
O 5.308126 4.649861 -1.827515 0.0 0.0 0.0
O -0.762891 1.352806 0.184579 -0.3 -0.1 -0.3
O 1.339666 2.152579 1.847376 0.1 0.1 0.0
C 3.453508 6.811504 -1.453448 0.0 0.0 0.0
C 1.010471 5.579043 -2.840976 0.1 0.1 0.0
C 1.355645 3.254492 -2.055684 -0.2 -0.1 0.0
C 4.760582 -3.607421 -0.725117 0.0 0.0 0.0
C -0.510356 0.858456 -4.117685 0.0 0.0 0.0
C 3.763112 -3.257515 -1.614520 0.0 0.0 0.0
C 0.488902 2.402068 2.956039 0.0 0.0 0.0
C -2.240829 -0.964664 -0.106776 -0.3 -0.3 0.0
C 1.588609 4.560027 -1.912830 0.0 0.2 0.0
C -3.294923 -0.033851 -0.670582 0.3 0.1 0.0
C 2.318100 3.064720 1.633426 -0.1 0.0 0.1
C 4.961056 3.650069 -0.956153 -0.1 -0.1 0.0
C 3.753974 3.918102 -0.214619 0.1 0.0 0.0
C 1.230556 6.591167 -4.931845 0.0 0.0 0.0
C 1.716664 -2.114081 -2.344112 0.0 0.1 0.2
C 4.694666 -3.133577 0.580669 0.0 0.0 0.0
C 6.534181 4.436747 -2.513200 0.0 0.0 0.0
C 0.411764 2.798710 -3.097047 0.2 0.0 -0.3
C 2.622213 -1.969322 0.077699 0.0 -0.1 0.0
C 3.641197 -2.330169 0.970325 0.0 0.0 0.0
C 2.999480 2.856789 0.370120 0.2 0.1 0.0
C -2.584188 2.169929 -1.168383 0.0 -0.2 0.0
C 3.487651 1.163390 -2.239469 0.0 0.1 0.0
C -1.550726 2.360755 -0.060635 0.2 -0.1 0.1
C 2.695461 -2.437680 -1.240751 0.0 0.0 0.0
H -2.306377 2.776451 -2.029649 0.1 0.0 -0.1
H 1.454553 7.613336 -4.627018 0.0 0.0 0.0
H 3.776954 -3.609049 -2.637577 0.0 0.0 0.0
H 1.735531 6.358605 -5.864755 0.0 0.0 0.0
H -4.025007 -0.659945 -1.188643 -0.1 -0.1 0.0
H 3.592796 -1.949580 1.983051 0.0 0.0 0.0
H 6.653494 5.285412 -3.183243 0.0 0.0 0.0
H 4.270235 0.653011 -1.685853 0.0 0.0 0.0
H 0.073303 3.405982 2.901517 0.0 0.0 0.0
H 0.154795 6.477715 -5.039958 0.0 0.0 0.0
H -1.585391 -1.768142 1.434879 0.0 0.0 0.0
H -3.542384 2.538808 -0.797400 0.0 0.0 0.0
H -0.519634 -0.205873 -3.914174 0.0 0.0 0.0
H 2.980909 0.483496 -2.918986 0.0 0.0 0.0
H 3.807924 6.456235 -2.416261 0.0 0.0 0.0
H 1.028917 2.286935 3.895952 0.0 0.0 0.0
H -3.794658 0.507776 0.133338 0.0 0.0 0.0
H 5.583451 -4.234362 -1.045328 0.0 0.0 0.0
H 0.019257 1.067098 -5.043905 0.0 0.0 0.0
H -0.310039 1.667147 2.881839 0.0 0.0 0.0
H 2.743671 7.629487 -1.576774 0.0 0.0 0.0
H 5.470234 -3.381358 1.296043 0.0 0.0 0.0
H -1.515331 1.266039 -4.170073 -0.1 0.0 0.0
H 4.301432 7.162542 -0.867372 0.0 0.0 0.0
H 3.919962 1.996956 -2.787464 0.0 0.0 0.0
H 7.370076 4.388110 -1.815489 0.0 0.0 0.0
H 6.511739 3.508521 -3.082359 0.0 0.0 0.0
```
Positions in Å, forces in eV/Å.

***

No. 3
Entry from the OMol25 dataset: a structure of composition C25H27BBrCl2F4IKMg2N2O9 at a distorted geometry (ωB97M-V with the def2-TZVPD basis set).

## Properties
multiplicity: 1
net charge: +1
total energy: -189703.90187 eV
max |F|: 5.94 eV Å⁻¹
E_HOMO: -9.4 eV
LUMO: -7.98 eV

Geometry as XYZ:
```
75
Properties=species:S:1:pos:R:3:forces:R:3
I 6.594846 -0.136434 4.872932 0.4 0.7 0.0
Br -0.416558 1.076281 -1.368166 0.4 -0.1 0.2
K 5.554387 -0.575220 -2.505618 2.5 -2.0 -1.3
Cl 5.171673 -2.757405 4.640380 -3.0 -1.0 0.0
Cl 2.106242 -1.299495 -3.055785 -0.2 -2.5 -5.4
Mg 4.169465 6.764054 4.150404 0.2 1.3 0.6
Mg 2.774504 1.842632 3.803707 -1.1 0.9 -0.3
F -4.531874 -4.031827 -1.690901 0.0 0.0 0.0
F 3.529352 -3.348965 4.671126 2.3 0.4 -0.1
F 3.923747 0.561074 -1.971084 -2.3 1.9 1.4
F -2.589511 -2.832155 -1.533414 0.0 0.0 -0.2
O -2.492979 -5.181142 -1.350438 0.0 0.0 -0.5
O -1.929352 -5.715506 -4.725992 0.1 -0.1 0.0
O 0.188283 -1.476918 -4.972697 -0.2 0.0 -0.5
O -8.300907 -4.447168 2.870600 0.1 0.2 0.1
O -4.923019 -1.756368 -6.309892 0.0 0.1 0.0
O 1.834213 6.012898 3.786219 1.1 -0.2 -0.2
O -1.333521 -6.938194 -2.119335 0.1 0.0 -0.2
O -2.975573 -4.187124 -3.461759 0.4 -0.3 0.4
O -6.859952 -4.208691 0.426380 -0.3 0.1 0.0
N 0.574102 2.786084 0.482463 0.7 -0.2 -0.1
N 3.291473 1.849426 0.295494 -1.1 0.5 0.0
C 2.638274 0.303334 -1.446553 -1.4 -0.4 1.2
C 1.580370 3.322027 1.233098 -0.3 0.4 0.4
C 5.281314 0.874832 3.530475 0.4 0.7 -0.1
C -2.739174 -2.563131 -6.663234 0.1 0.0 0.0
C 3.547037 4.473596 2.869324 -1.5 0.3 0.1
C -1.991235 -0.682771 -4.649025 0.0 0.0 0.0
C -3.751219 -1.695362 -6.011805 -0.1 -0.2 0.0
C -0.980913 -1.548700 -5.299182 0.0 -0.1 0.2
C -1.958032 -5.929847 -2.295631 0.1 -0.3 0.7
C -2.268339 -5.290887 -3.656652 -0.3 0.4 -0.8
C -3.274162 -0.747964 -4.977055 -0.1 0.1 0.1
C 2.609802 -1.205796 -0.759427 1.5 1.7 0.8
C -1.451425 -2.491162 -6.333414 -0.1 -0.1 -0.1
C 5.330920 2.965747 2.036579 -0.5 0.0 0.8
C -0.989162 4.201575 3.304489 0.1 -0.2 -0.2
C -8.121033 -4.026599 -0.218083 0.3 -0.1 -0.2
C 0.947297 1.848676 -0.324924 -0.8 0.0 -0.1
C 3.865988 3.434949 2.003669 1.4 -0.2 0.5
C 2.195601 4.969044 2.927241 0.6 -0.7 -0.6
C 2.316402 1.387230 -0.432381 0.7 -1.0 -0.7
C 5.674168 2.380363 3.437066 -0.1 -0.7 -0.3
C 2.893830 2.850986 1.150037 0.8 0.2 0.4
C -0.660606 4.276225 4.593680 0.1 -0.4 -0.4
C 1.244544 4.379800 2.123156 -0.8 0.5 0.1
C -0.192431 4.862378 2.179717 0.5 -0.5 0.2
B -3.174570 -4.021914 -1.987383 -0.4 0.5 0.4
H 1.773574 6.834234 3.267707 -0.4 0.0 0.0
H 0.383144 4.380642 4.869509 -0.2 1.0 0.3
H -1.622386 -0.001030 -3.894080 0.1 0.0 0.0
H 4.236389 0.777065 3.901979 0.9 -1.0 0.2
H 5.980432 3.821611 1.848145 0.0 -0.1 -0.2
H -3.107202 -3.251750 -7.411938 0.0 0.0 0.0
H 5.148705 2.904140 4.246416 0.2 0.2 0.0
H -1.857714 3.616906 3.014810 -0.5 0.9 0.0
H -8.596049 -4.991878 -0.406876 -0.1 0.1 0.0
H -7.593266 -4.201800 2.252455 0.0 -0.3 -0.1
H -0.674221 4.713871 1.217589 0.0 -0.1 0.1
H 1.737172 -1.761750 -1.058561 -0.3 0.1 0.7
H 3.479873 -1.795569 -1.181355 -1.0 0.7 1.0
H 1.930205 0.337705 -2.393569 1.0 0.4 2.2
H -7.986979 -3.494154 -1.162910 -0.1 0.0 0.0
H 2.671766 -1.130707 0.347522 0.2 0.1 -0.1
H 6.735513 2.458500 3.668306 0.0 0.1 -0.2
H -8.758797 -3.440136 0.437249 0.0 0.0 0.0
H -0.184879 5.934201 2.379089 -0.1 0.0 0.0
H -1.422075 4.196442 5.359332 0.3 -0.8 0.1
H 5.500883 2.180483 1.304323 0.0 0.3 -0.2
H -0.702002 -3.118828 -6.796938 0.0 0.0 0.1
H -6.310094 -4.727171 -0.171170 0.3 0.2 0.1
H 4.318180 4.913315 3.516141 -0.2 -1.2 -0.5
H -4.027243 -0.125894 -4.510478 0.0 0.0 0.0
H 5.304070 0.401670 2.549982 0.1 -0.2 0.1
H -8.289287 -3.756582 3.538915 0.0 0.0 0.0
```
Positions in Å, forces in eV/Å.

***

No. 4
Entry from the OMol25 dataset: a structure of composition C25H27BNO6PtS at a distorted geometry (ωB97M-V with the def2-TZVPD basis set).

## Properties
multiplicity: 1
net charge: +1
total energy: -54887.81668 eV
max |F|: 4.73 eV Å⁻¹
energy relative to the best compared isomer or geometry (same formula, charge and spin): 32.84 kcal/mol
E_HOMO (spin up / spin down): -10.9 / -10.9 eV
LUMO (spin up / spin down): -6.46 / -6.60 eV

Geometry as XYZ:
```
62
Properties=species:S:1:pos:R:3:forces:R:3
Pt 1.776979 -0.818071 2.497949 -2.2 -0.2 0.7
S 3.765511 -1.436525 0.506802 0.1 -3.0 -0.7
O 0.444611 1.155747 0.757477 1.3 0.0 1.1
O -1.136146 -0.354916 1.357934 0.6 -1.1 1.7
O 2.622078 1.251003 3.613332 0.7 0.5 -0.9
O 4.211601 2.838548 3.240956 0.8 -0.1 -1.4
O 3.066076 -2.458128 1.282580 1.2 0.1 -0.9
O 5.101943 -1.706143 0.099873 0.1 0.6 0.0
N 3.633287 -0.122768 1.501872 -2.6 4.0 -0.2
C 3.800562 1.193236 1.294407 1.1 -3.5 -2.6
C 0.254956 0.037400 -4.177351 0.0 0.0 0.0
C -3.679089 0.441097 -3.787703 -0.2 0.0 0.2
C -0.603680 1.287598 -0.073503 -2.2 -0.6 -0.6
C 0.594233 -1.052229 -1.937653 0.3 -0.2 0.0
C -4.893250 2.250981 -2.526324 0.0 -0.3 0.1
C 2.458227 0.030330 -2.999671 0.1 -0.1 0.1
C 3.480143 1.932794 3.153515 -1.7 0.9 4.1
C -2.781506 0.228065 -0.386033 0.2 -0.1 0.1
C 1.231282 -2.669196 3.885403 0.0 -0.2 0.1
C 2.735599 -1.029034 -0.886099 0.3 0.2 0.6
C -2.970709 1.032608 -1.508002 0.6 0.3 0.1
C -1.597892 0.359087 0.307641 0.7 1.7 -1.4
C 1.111305 -0.332069 -3.011685 0.0 0.0 0.1
C 0.187188 -2.041646 4.590561 0.3 0.1 -1.0
C 1.405993 -1.407635 -0.873496 -0.2 -0.2 0.1
C -5.192386 -0.136225 -1.893257 0.2 0.2 -0.1
C -0.788391 2.112130 -1.173717 0.4 -0.2 0.7
C -4.181919 0.892077 -2.402593 -0.2 0.1 -0.5
C 3.273196 -0.310815 -1.936864 0.2 0.1 -0.1
C -1.976115 1.973070 -1.861696 -0.6 -0.5 0.1
C 2.575283 -2.390784 4.236174 0.0 -0.2 0.9
C 1.803707 -0.813558 5.894701 -0.9 -0.1 0.2
C 0.478932 -1.117036 5.583648 0.8 0.6 0.6
C 2.844434 -1.453731 5.236877 0.2 -0.5 -0.5
B 0.145774 0.093358 1.635364 1.2 0.2 -1.3
H 3.867274 -1.259638 5.526346 0.1 0.0 0.0
H -0.034289 2.823381 -1.473104 0.1 0.1 0.0
H 4.775790 1.527199 0.945172 0.1 0.1 0.2
H -4.267155 2.998032 -3.005151 0.1 0.1 0.0
H 2.879509 0.569541 -3.836867 0.0 0.0 0.0
H 2.019952 -0.097426 6.672208 0.0 0.1 0.1
H -0.439486 -1.366207 -1.944265 -0.1 0.0 0.0
H -0.321978 -0.646164 6.133024 -0.1 0.0 0.0
H 1.024360 -2.000578 -0.053227 -0.1 0.0 0.0
H 0.342182 1.102760 -4.379759 -0.1 0.1 -0.1
H -0.838022 -2.309333 4.378973 0.0 0.0 -0.1
H -2.966539 1.148223 -4.203737 0.1 0.1 -0.1
H -3.511487 -0.493556 -0.065559 -0.1 -0.1 0.0
H 2.954381 1.768455 0.917101 -0.5 0.3 1.1
H -3.201269 -0.533901 -3.705880 0.1 -0.1 -0.1
H -6.018498 -0.217968 -2.595675 -0.1 0.0 -0.1
H -0.786215 -0.208530 -3.992564 -0.1 0.0 0.0
H 4.320494 -0.053603 -1.925239 0.2 0.1 -0.1
H 1.015232 -3.497162 3.217551 0.0 0.2 0.0
H -4.512116 0.354309 -4.480393 -0.1 0.0 -0.1
H 0.589427 -0.494992 -5.067937 0.0 0.0 -0.1
H -5.601226 0.167504 -0.933694 -0.1 0.0 0.2
H 3.374101 -2.977085 3.799306 0.0 0.1 -0.1
H -4.747425 -1.123266 -1.797410 0.0 -0.2 0.0
H -2.150882 2.608798 -2.714970 0.0 0.0 -0.1
H -5.799699 2.140264 -3.116972 -0.1 0.0 -0.1
H -5.168235 2.612324 -1.538697 -0.1 0.1 0.1
```
Positions in Å, forces in eV/Å.